{"formula": "C47H78CoN9O5PS", "method": "wB97M-V/def2-TZVPD", "e_tot_ev": -131396.79703, "e_lumo_ev": [-4.958, -6.452], "s2": 3.787, "spin_multiplicity": 4, "fmax_ev_per_a": 0.91, "mol_weight_g_mol": 971.17, "charge": 2, "symbols": ["Co", "C", "C", "C", "C", "C", "C", "C", "N", "C", "C", "C", "C", "C", "C", "O", "C", "C", "C", "C", "C", "C", "C", "C", "C", "O", "C", "C", "C", "C", "C", "C", "H", "H", "H", "H", "H", "H", "H", "H", "H", "H", "H", "H", "H", "H", "H", "H", "H", "H", "H", "H", "H", "H", "H", "H", "H", "H", "H", "H", "H", "H", "H", "H", "H", "H", "H", "H", "H", "H", "H", "H", "C", "N", "C", "C", "N", "C", "H", "H", "H", "H", "H", "H", "N", "C", "P", "O", "O", "C", "N", "H", "H", "H", "H", "H", "H", "H", "H", "H", "H", "C", "C", "N", "C", "C", "C", "O", "C", "C", "C", "C", "N", "C", "H", "H", "H", "H", "H", "H", "H", "H", "H", "H", "H", "H", "H", "H", "C", "N", "C", "S", "N", "C", "H", "H", "H", "H", "H", "H", "H", "H"], "xyz": [[-0.42600, -0.91363, -0.80732], [1.33832, -3.39537, 5.36657], [0.52284, -2.09923, 5.49686], [1.44785, -0.93707, 5.89951], [-0.52034, -2.30158, 6.59883], [-0.10723, -1.74160, 4.15582], [0.68809, -1.69325, 3.02395], [0.12942, -1.30452, 1.80938], [0.73511, -1.23571, 0.58887], [2.04326, -1.42355, 0.20148], [3.21422, -1.35643, 0.95854], [4.44545, -1.54730, 0.35104], [4.47480, -1.85027, -1.01928], [3.34464, -1.90560, -1.82182], [2.10301, -1.61529, -1.21110], [0.96753, -1.48333, -1.86196], [3.40062, -2.28387, -3.30223], [2.49370, -3.51146, -3.51081], [4.81297, -2.64652, -3.76267], [2.90255, -1.11151, -4.17639], [5.71616, -1.43185, 1.18930], [5.81864, -0.00732, 1.75884], [5.64682, -2.44044, 2.34761], [6.98449, -1.71627, 0.38164], [-1.26167, -0.94379, 1.69922], [-1.65497, -0.55607, 0.50850], [-2.08989, -1.06645, 2.84318], [-1.47601, -1.43902, 4.02673], [-3.59884, -0.85649, 2.76780], [-4.29765, -1.05989, 4.11258], [-3.89446, 0.57116, 2.28928], [-4.17552, -1.86143, 1.75315], [1.73846, -3.67532, 6.34066], [2.17894, -3.28872, 4.68117], [0.70160, -4.20664, 5.01100], [1.89576, -1.13850, 6.87283], [0.88321, -0.00520, 5.96449], [2.25400, -0.80429, 5.17495], [-0.01978, -2.57891, 7.52564], [-1.20965, -3.10737, 6.34128], [-1.08886, -1.39113, 6.79177], [1.71905, -2.00842, 3.06814], [3.16378, -1.14143, 2.01722], [5.43108, -2.04738, -1.47823], [2.82462, -4.33630, -2.87904], [2.53347, -3.83422, -4.55192], [1.46180, -3.28073, -3.25757], [5.20091, -3.50808, -3.21885], [5.50646, -1.81107, -3.64490], [4.78453, -2.90462, -4.82153], [2.04458, -0.61472, -3.72064], [2.60205, -1.48848, -5.15467], [3.72046, -0.40167, -4.33282], [4.97596, 0.22580, 2.41346], [5.85315, 0.72866, 0.95117], [6.73176, 0.09145, 2.34616], [4.82402, -2.21816, 3.02843], [6.57327, -2.41389, 2.92159], [5.51049, -3.45160, 1.96302], [7.11275, -1.00328, -0.43502], [6.97695, -2.72772, -0.02615], [7.85459, -1.63344, 1.03210], [-2.09447, -1.52676, 4.90455], [-3.94548, -0.34326, 4.85628], [-4.16507, -2.07311, 4.49540], [-5.36700, -0.89511, 3.98262], [-3.47260, 1.30378, 2.97921], [-4.97347, 0.71976, 2.23888], [-3.46531, 0.74028, 1.30573], [-4.00510, -2.88366, 2.09832], [-3.71201, -1.73636, 0.77519], [-5.25066, -1.70974, 1.65122], [-2.91099, -5.68857, 0.90495], [-2.45780, -4.67505, -0.02948], [-2.94900, -4.44398, -1.28497], [-2.26992, -3.36599, -1.76926], [-1.37416, -2.93346, -0.82555], [-1.51601, -3.74416, 0.20564], [-3.49995, -6.43318, 0.37741], [-3.53100, -5.23886, 1.68052], [-2.06040, -6.17615, 1.37681], [-3.72585, -5.04099, -1.72851], [-2.36288, -2.89271, -2.73018], [-0.95454, -3.69261, 1.12484], [1.44626, 2.03183, 1.51801], [2.42612, 2.62531, 0.59358], [1.92657, 2.30229, -1.17173], [1.74721, 3.57305, -1.94513], [0.87673, 1.23234, -1.24392], [3.53719, 1.70633, -1.93670], [3.37215, 2.10960, -3.36515], [0.39587, 2.48093, 1.35362], [1.70944, 2.13616, 2.49534], [1.33594, 1.04400, 1.29133], [3.41434, 2.19143, 0.75272], [2.47361, 3.69962, 0.76702], [3.73438, 0.64350, -1.82672], [4.34680, 2.28974, -1.50058], [2.82894, 1.40453, -3.86617], [4.24150, 2.28025, -3.86546], [2.77822, 2.98385, -3.27822], [-4.97246, 5.36345, -3.19269], [-5.63792, 4.04133, -2.82697], [-4.62558, 3.02732, -2.49992], [-4.25862, 2.95991, -1.09336], [-5.23558, 2.09495, -0.30252], [-4.27399, 2.17683, -3.49055], [-4.82656, 2.19213, -4.58085], [-3.08078, 1.23123, -3.37427], [-2.50566, 0.95179, -4.62096], [-1.51013, 0.00109, -4.72652], [-1.07040, -0.62398, -3.57683], [-1.54050, -0.30978, -2.36556], [-2.55208, 0.56927, -2.27448], [-5.73088, 6.10126, -3.45038], [-4.31615, 5.22885, -4.05280], [-4.38495, 5.75351, -2.35896], [-6.22479, 3.67963, -3.66537], [-6.29621, 4.17003, -1.96767], [-4.28139, 3.98197, -0.70989], [-3.24076, 2.59362, -0.98310], [-6.25229, 2.46761, -0.42013], [-4.98409, 2.11639, 0.75558], [-5.20733, 1.06196, -0.65344], [-2.89097, 1.45722, -5.49430], [-1.08687, -0.26365, -5.68489], [-0.31822, -1.39709, -3.62189], [-2.94617, 0.69903, -1.27446], [-1.49705, 4.92841, -2.56782], [-1.36796, 4.05726, -1.41308], [-1.08110, 4.36934, -0.16077], [-1.31550, 3.15234, 1.04065], [-0.71552, 5.58317, 0.24813], [-0.13272, 6.67627, -0.52499], [-2.19943, 4.46766, -3.26086], [-0.53957, 5.06764, -3.07021], [-1.89038, 5.89698, -2.26886], [-1.39338, 3.06217, -1.58216], [-0.70479, 5.68140, 1.24960], [-0.88303, 7.40320, -0.83623], [0.38563, 6.27899, -1.39410], [0.59123, 7.18476, 0.10749]], "lowdin_charge": [0.748, -0.036, -0.552, -0.034, -0.053, -0.139, 0.033, -0.189, 0.049, -0.161, 0.028, -0.155, 0.034, -0.101, -0.253, -0.151, -0.518, -0.023, -0.051, -0.036, -0.553, -0.043, -0.033, -0.055, -0.244, -0.116, -0.069, 0.062, -0.522, -0.050, -0.057, -0.020, 0.093, 0.071, 0.095, 0.094, 0.091, 0.074, 0.093, 0.095, 0.089, 0.098, 0.097, 0.094, 0.100, 0.093, 0.071, 0.098, 0.086, 0.097, 0.062, 0.098, 0.073, 0.071, 0.079, 0.093, 0.071, 0.094, 0.098, 0.088, 0.094, 0.093, 0.091, 0.094, 0.092, 0.095, 0.096, 0.087, 0.042, 0.078, 0.072, 0.096, 0.008, -0.109, -0.035, -0.103, 0.045, -0.132, 0.100, 0.086, 0.100, 0.129, 0.099, 0.145, 0.064, -0.191, 0.450, -0.338, -0.312, -0.164, 0.132, -0.036, 0.155, 0.096, 0.090, 0.109, 0.081, 0.107, 0.121, 0.169, 0.123, -0.064, -0.180, -0.050, -0.226, -0.049, -0.401, 0.065, -0.053, 0.031, -0.002, -0.106, 0.016, -0.035, 0.085, 0.076, 0.061, 0.120, 0.121, 0.126, 0.038, 0.084, 0.049, 0.085, 0.131, 0.121, 0.106, 0.103, -0.041, -0.018, -0.779, 0.713, -0.015, -0.049, 0.078, 0.086, 0.085, 0.091, 0.114, 0.091, 0.078, 0.095]}